Record 1
Molecular formula: H23O11
Method: DFT, ωB97M-V/def2-TZVPD

Each line ends with the natural charge from an NBO analysis.
Positions of all 34 atoms, in Å:
O  2.2244  2.5313  1.3906  -0.9738
O  -3.5837  -1.2502  2.1207  -0.9594
O  1.4026  -2.4118  2.6943  -0.9431
O  0.6809  3.8720  -1.9470  -0.9644
O  -0.3622  -3.4149  -2.7144  -0.9554
O  0.1993  0.3294  1.3936  -0.8087
O  -1.8582  0.7301  0.0311  -0.8730
O  -0.2806  2.8277  0.3735  -1.0218
O  1.9444  0.7999  -3.8313  -0.9491
O  1.8759  -1.9552  -0.8378  -0.9714
O  -0.8470  -2.0971  1.5967  -0.9990
H  1.3473  -1.8511  1.9241  0.4739
H  0.3089  2.9612  -0.4056  0.5270
H  1.1073  3.6835  -2.7872  0.5101
H  1.1836  -2.6164  -0.6188  0.4875
H  -0.8869  -3.0496  1.6371  0.4893
H  -1.9672  0.3351  -0.8703  0.5090
H  2.7825  0.5314  -3.4458  0.4759
H  2.5875  3.0474  2.1110  0.4984
H  -1.1635  3.2362  0.1759  0.4956
H  2.7398  -2.2863  -0.5664  0.4844
H  1.3648  0.0544  -3.6249  0.4737
H  -1.4997  -1.5692  2.0699  0.5101
H  -1.4726  1.4866  -0.4733  0.4987
H  -0.1957  4.2269  -2.1856  0.4803
H  -4.1668  -1.2969  2.8837  0.4838
H  0.5899  -2.8936  2.7706  0.4646
H  1.0132  0.8607  1.2401  0.5656
H  -4.2599  -1.2674  1.4230  0.4807
H  -0.6549  0.3305  0.6466  0.5450
H  -0.2064  0.9458  2.0263  0.5262
H  1.4230  2.9695  1.0951  0.4830
H  -0.0151  -4.3217  -2.6702  0.4819
H  -1.3550  -3.4784  -2.6253  0.4746

Properties
Net charge ... +1
E ... -22888.1990 eV
E_HOMO ... -13.31 eV
ΔE to the lowest compared entry with this formula, charge and spin ... 410.55 kJ/mol
Largest force on an atom ... 3.0 eV Å⁻¹
M ... 199.17 g mol⁻¹
Gap between HOMO and LUMO ... 9.85 eV

=====

Record 2
Molecular formula: C5H6N
Method: DFT, ωB97M-V/def2-TZVPD

Each line ends with the natural charge from an NBO analysis.
Positions of all 12 atoms, in Å:
N  1.4099  -0.5360  0.2397  -0.2535
C  0.0170  1.2840  0.1353  0.4920
C  -1.0864  -0.7724  -0.0752  -0.3865
C  1.4125  0.9355  -0.0286  -0.4065
C  0.3468  -1.2393  0.1655  0.1318
C  -1.1881  0.8639  0.2441  -0.2674
H  1.5951  1.0834  -1.2678  0.2827
H  -1.8842  -1.1428  0.5461  0.2792
H  -1.3646  -0.8978  -1.1409  0.2748
H  2.2703  1.4102  0.4275  0.3107
H  -2.0932  1.2322  0.3631  0.2916
H  0.5649  -2.2209  0.3912  0.2509

Properties
Net charge ... +1
E ... -6760.2869 eV
E_HOMO (spin up / spin down) ... -15.63 / -15.63 eV
ΔE to the lowest compared entry with this formula, charge and spin ... 471.87 kJ/mol
Largest force on an atom ... 6.2 eV Å⁻¹
M ... 80.11 g mol⁻¹
Gap between HOMO and LUMO (spin up / spin down) ... 8.69 / 8.69 eV

=====

Record 3
Molecular formula: C10H34BO10
Method: DFT, ωB97M-V/def2-TZVPD

Each line ends with the natural charge from an NBO analysis.
Positions of all 55 atoms, in Å:
O  0.7793  0.2161  2.6772  -0.7738
O  1.7610  3.5994  0.7661  -0.7383
O  0.8950  -2.1249  -2.4048  -0.7574
O  1.6745  -2.8898  1.5304  -0.7320
O  -4.2676  -2.9943  -0.6191  -0.7204
O  -1.8011  2.3776  0.2298  -0.7536
O  -1.8809  -3.6042  0.8407  -0.7127
O  3.6935  1.5597  -0.2278  -0.7617
O  -2.9047  3.2188  2.9569  -0.7350
O  -0.7615  0.2618  -3.3486  -0.7563
C  3.4504  2.8183  -0.8422  -0.0946
C  0.0739  -0.6016  -4.1125  -0.0984
C  -1.9877  2.1711  2.6174  -0.0950
C  -2.9777  -2.5809  -1.0490  -0.0923
C  1.8518  -2.0119  2.6480  -0.0959
C  -1.9881  -2.4239  0.0902  -0.0947
C  0.0635  -2.0074  -3.5698  -0.0936
C  0.6160  -1.1685  2.9877  -0.0995
C  -2.2928  1.5780  1.2850  -0.0973
C  2.9944  3.8669  0.1504  -0.0779
B  0.7634  0.3329  -0.4522  -0.7468
H  -1.0348  -2.1660  -0.3866  0.1773
H  2.7296  2.6998  -1.6582  0.1739
H  -3.0407  -1.6028  -1.5458  0.1737
H  -0.9382  2.0352  -0.0398  0.5041
H  4.4243  3.1378  -1.2256  0.1688
H  0.9979  0.2660  1.7235  0.5081
H  3.7341  3.9474  0.9543  0.1567
H  0.3977  -2.7826  -4.2618  0.1732
H  2.8871  1.0248  -0.2661  0.5103
H  1.0916  -0.1945  -4.0599  0.1753
H  1.5561  2.6562  0.6877  0.4865
H  1.1778  1.0796  0.3900  -0.0772
H  -0.9364  2.4750  2.6579  0.1877
H  -0.2304  -0.5842  -5.1619  0.1693
H  -2.0672  1.4413  3.4283  0.1756
H  0.6028  -1.4657  -1.7509  0.5011
H  1.5999  0.2422  -1.3212  -0.0039
H  2.0901  -2.6625  3.4867  0.1707
H  2.6602  -1.3240  2.3804  0.1759
H  -0.2526  0.7480  -0.9389  -0.0485
H  -1.7866  0.6014  1.1988  0.1738
H  -3.3506  1.3313  1.1663  0.1663
H  -1.5408  -4.3033  0.2771  0.4649
H  -0.2446  -1.4993  2.3939  0.1777
H  -4.6771  -2.2330  -0.1981  0.4610
H  1.4882  -2.3361  0.7606  0.4787
H  2.9038  4.8093  -0.3990  0.1582
H  -0.3546  0.3524  -2.4631  0.5044
H  0.3710  -1.2481  4.0463  0.1714
H  0.5916  -0.7774  -0.0098  -0.0541
H  -2.2366  -1.5587  0.7032  0.1749
H  -2.6176  -3.3200  -1.7639  0.1649
H  -2.7996  3.9130  2.2973  0.4663
H  -0.9502  -2.2958  -3.2556  0.1606

Properties
Net charge ... -1
E ... -32071.4394 eV
E_HOMO ... -7.09 eV
ΔE to the lowest compared entry with this formula, charge and spin ... 4.57 kJ/mol
Largest force on an atom ... 1.9 eV Å⁻¹
M ... 325.18 g mol⁻¹
Gap between HOMO and LUMO ... 9.97 eV

=====

Record 4
Molecular formula: C5H8N2
Method: DFT, ωB97M-V/def2-TZVPD

Each line ends with the natural charge from an NBO analysis.
Positions of all 15 atoms, in Å:
N  -2.2949  -0.9001  -0.2487  -0.6075
N  0.0192  -1.1925  -0.6113  -0.4102
C  1.0467  -1.2995  0.4832  -0.2711
C  -1.1572  -0.3996  -0.2571  0.4360
C  1.0812  -0.3083  -0.5405  -0.0762
C  0.6244  1.1856  -0.2581  -0.4157
C  -0.7757  0.9670  0.1764  -0.5274
H  -2.9948  -0.2481  0.2712  0.3359
H  0.8909  -1.2031  1.5925  0.2143
H  1.2419  1.5159  0.6921  0.2097
H  1.8672  -0.4937  -1.2591  0.1946
H  -1.5104  1.6836  -0.3271  0.2391
H  0.9901  1.7608  -1.1458  0.2331
H  1.7716  -2.0864  0.2124  0.2098
H  -0.8000  1.0183  1.2199  0.2354

Properties
Net charge ... 0
E ... -8292.3666 eV
E_HOMO ... -9.28 eV
ΔE to the lowest compared entry with this formula, charge and spin ... 253.73 kJ/mol
Largest force on an atom ... 4.4 eV Å⁻¹
M ... 96.13 g mol⁻¹
Gap between HOMO and LUMO ... 10.25 eV